[1]
DFT (ωB97M-V/def2-TZVPD) results for a single C5H7N molecule at a distorted geometry.

For the HOMO-LUMO gap (spin up / spin down), the calculation gives 7.93 / 7.92 eV. The calculation puts the relative energy (zero: lowest compared OMol25 entry of this formula, charge and spin) at 533.2 kJ/mol. For the energy, the calculation gives -249.2702 Ha.

Each line ends with the Löwdin charge.
Geometry (Å):
C  -2.2913  0.3709  0.0781  -0.11
C  -0.8170  0.6077  0.2455  -0.18
C  0.1859  0.1052  -0.4328  0.01
C  1.5181  0.0596  -0.7493  -0.33
C  2.3532  -0.2960  0.4718  -0.07
N  2.1986  -1.2723  -0.4608  0.02
H  -2.5103  -0.3224  -0.7364  0.07
H  -2.7921  1.3240  -0.1294  0.07
H  -2.7267  -0.0207  1.0047  0.07
H  1.9305  0.6354  -1.5695  0.13
H  1.9332  -0.4519  1.4727  0.09
H  -0.5533  1.3175  1.0364  0.11
H  1.5713  -2.0572  -0.2309  0.11

[2]
DFT (ωB97M-V/def2-TZVPD) results for a molecular structure, C21H36AsBINO3Si2Sn.

For the HOMO-LUMO gap, the calculation gives 7.08 eV. For the energy, the calculation gives -4453.9781 Ha.

Each line ends with the Löwdin charge.
Geometry (Å):
Sn  0.0540  -0.1423  1.2285  0.86
O  2.9765  0.0248  1.3401  0.03
B  2.1520  -0.1664  0.2123  -0.78
O  2.9471  -0.5710  -0.8551  0.11
C  4.2360  -0.6341  -0.3931  -0.21
C  5.3825  -1.0261  -1.0488  0.01
C  6.5628  -1.0228  -0.3117  -0.09
C  6.5836  -0.6324  1.0229  -0.09
C  5.4214  -0.2409  1.6814  0.01
C  4.2559  -0.2617  0.9475  -0.22
H  5.3615  -1.3216  -2.0891  0.12
H  7.4845  -1.3393  -0.7817  0.10
H  7.5208  -0.6315  1.5634  0.10
H  5.4294  0.0629  2.7193  0.12
C  2.7750  3.0548  0.1591  -0.21
Si  1.0203  3.4791  -0.4047  0.21
C  1.0418  3.2549  -2.2875  -0.21
C  0.7302  5.3135  -0.0176  -0.24
As  -0.6633  2.4059  0.8637  0.58
Si  -2.3820  2.5236  -0.7565  0.22
C  -4.0344  2.2193  0.1217  -0.22
C  -2.5422  4.2684  -1.4865  -0.23
C  -2.1779  1.3436  -2.2325  -0.22
H  3.4792  3.7900  -0.2354  0.04
H  3.0795  2.0721  -0.2084  0.00
H  2.8612  3.0475  1.2476  0.04
H  1.8254  3.8810  -2.7202  0.03
H  0.0970  3.5351  -2.7532  0.00
H  1.2543  2.2168  -2.5538  0.03
H  1.4358  5.9712  -0.5298  0.03
H  0.8258  5.4770  1.0581  0.02
H  -0.2817  5.6094  -0.3027  0.00
H  -4.1278  2.9202  0.9545  0.03
H  -4.1037  1.2168  0.5364  -0.01
H  -4.8851  2.3650  -0.5478  0.03
H  -2.6408  5.0240  -0.7046  0.03
H  -3.4183  4.3384  -2.1349  0.03
H  -1.6669  4.5216  -2.0865  0.00
H  -1.6034  0.4582  -1.9514  0.00
H  -1.6307  1.8433  -3.0339  0.02
H  -3.1383  1.0183  -2.6404  0.02
C  -2.4667  -4.6790  0.2910  -0.06
C  -1.3700  -4.3743  1.2955  -0.29
O  -0.1837  -4.0906  0.5887  -0.17
C  0.9663  -4.0738  1.4098  -0.30
C  2.1827  -3.8687  0.5312  -0.06
H  -3.4490  -4.6062  0.7598  0.08
H  -2.3402  -5.6789  -0.1228  0.08
H  -2.4119  -3.9682  -0.5320  0.06
H  -1.2143  -5.2367  1.9574  0.12
H  -1.6401  -3.5192  1.9287  0.10
H  1.0396  -5.0247  1.9547  0.12
H  0.8876  -3.2676  2.1532  0.10
H  2.2726  -4.6919  -0.1774  0.08
H  3.0864  -3.8171  1.1390  0.09
H  2.0806  -2.9408  -0.0312  0.06
I  -5.3014  -1.9435  -2.4218  0.88
C  -4.4438  -1.6016  -0.5421  -0.71
C  -5.2170  -1.6113  0.6058  -0.13
C  -4.5881  -1.3625  1.8189  -0.05
C  -3.2285  -1.1043  1.8233  -0.18
N  -2.4966  -1.0915  0.7148  -0.03
C  -3.0860  -1.3417  -0.4503  -0.25
H  -6.2818  -1.7928  0.5592  0.10
H  -5.1501  -1.3657  2.7423  0.11
H  -2.6926  -0.8915  2.7440  0.09
H  -2.4510  -1.3222  -1.3279  0.09

[3]
DFT (ωB97M-V/def2-TZVPD) results for a molecular structure, C18H21F6N6O5OsS2 at a distorted geometry.

For the HOMO-LUMO gap (spin up / spin down), the calculation gives 6.13 / 6.16 eV. The calculation puts the relative energy (zero: lowest compared OMol25 entry of this formula, charge and spin) at 426.3 kJ/mol. Its spin multiplicity is 2. For the energy, the calculation gives -2889.2345 Ha. As for the expectation value of S²: 0.757.

Each line ends with the Löwdin charge.
Geometry (Å):
Os  0.2525  -0.6065  0.0498  1.32
F  4.6584  -3.3739  0.5445  0.15
C  4.1838  -2.9751  1.7230  -0.68
F  4.6596  -1.7635  1.9897  0.15
F  4.5831  -3.8186  2.6644  0.16
S  2.3442  -2.9553  1.6332  0.63
O  2.1029  -1.8701  0.6687  -0.46
O  1.9792  -4.2826  1.2664  -0.24
N  1.9450  -2.6094  3.1205  -0.27
S  1.0361  -1.3545  3.3603  0.61
O  0.5134  -1.2836  4.6853  -0.25
O  0.0405  -1.2358  2.2966  -0.43
C  2.3015  0.0332  3.4111  -0.67
F  1.7604  1.1095  3.9893  0.14
F  2.8574  0.3657  2.2637  0.14
F  3.2659  -0.4182  4.2171  0.14
N  -2.2929  2.1771  -3.9100  0.15
C  -2.3329  1.9234  -2.5730  -0.36
C  -1.1843  1.3966  -1.9365  -0.06
N  -1.1928  1.0599  -0.6620  -0.03
C  -2.3430  1.3025  0.0159  -0.14
C  -3.4160  1.8984  -0.5952  -0.12
N  -3.4327  2.2027  -1.8966  0.14
H  -1.6027  1.6781  -4.4488  0.09
H  -3.1806  2.3484  -4.3512  0.10
H  -0.2773  1.2395  -2.5049  0.12
H  -2.3854  1.0068  1.0498  0.09
H  -4.3103  2.1307  -0.0303  0.11
C  2.3688  -0.4051  -2.4396  -0.04
C  0.9671  -0.7071  -2.8657  -0.41
C  0.4371  -0.8249  -4.1345  -0.07
C  -0.9293  -1.1660  -3.9766  -0.08
C  -1.1820  -1.2340  -2.6204  -0.44
C  -2.4360  -1.6394  -1.9219  -0.03
N  -0.0224  -0.9439  -1.9468  -0.23
H  2.9347  0.0332  -3.2607  0.08
H  2.8881  -1.3106  -2.1130  0.07
H  2.3936  0.2871  -1.5928  0.06
H  0.9688  -0.6877  -5.0635  0.09
H  -1.6462  -1.3567  -4.7611  0.10
H  -3.2423  -1.7640  -2.6445  0.08
H  -2.7538  -0.9059  -1.1807  0.05
H  -2.2976  -2.5835  -1.3882  0.07
O  0.6717  1.1878  1.3052  -0.27
N  -0.1422  2.0255  1.9044  -0.18
C  -0.0839  3.3204  1.5432  0.00
C  -0.8764  4.2587  2.1647  -0.03
C  -1.7483  3.8662  3.1684  -0.04
C  -1.7912  2.5269  3.5216  -0.02
C  -0.9809  1.6174  2.8779  -0.03
H  0.6182  3.5327  0.7522  0.15
H  -0.7964  5.2914  1.8581  0.12
H  -2.3773  4.5897  3.6668  0.11
H  -2.4480  2.1706  4.3020  0.12
H  -0.9518  0.5624  3.0993  0.11
C  0.4649  -3.1596  -1.0550  0.10
H  1.5378  -3.1448  -1.0123  -0.01
H  -0.0230  -3.1736  -2.0152  0.02
H  -0.0546  -3.5886  -0.2124  0.00

[4]
DFT (ωB97M-V/def2-TZVPD) results for a molecular structure, C40H45GeInN4 at a distorted geometry.

For the HOMO-LUMO gap (spin up / spin down), the calculation gives 6.78 / 6.79 eV. The net charge is +3. The calculation puts the relative energy (zero: lowest compared OMol25 entry of this formula, charge and spin) at 56.2 kJ/mol. Its spin multiplicity is 2. For the energy, the calculation gives -4036.3989 Ha. As for the expectation value of S²: 0.757.

Each line ends with the Löwdin charge.
Geometry (Å):
In  -1.0766  0.0822  1.4324  1.08
C  0.4707  -0.9991  4.3684  -0.10
C  1.5118  -1.0383  3.4477  -0.09
C  1.4263  -1.8753  2.3371  -0.11
C  0.3014  -2.6809  2.1562  -0.13
C  -0.7555  -2.6230  3.0659  -0.10
C  -0.6693  -1.7766  4.1711  -0.09
H  0.5735  -0.4124  5.2727  0.12
H  2.4142  -0.4656  3.6242  0.12
H  2.2684  -1.9593  1.6584  0.09
H  0.2734  -3.3987  1.3449  0.11
H  -1.6068  -3.2831  2.9539  0.12
H  -1.4581  -1.7771  4.9147  0.12
C  -0.7434  -3.0074  -1.9307  -0.02
C  -2.0430  -3.4633  -2.0862  0.02
C  -3.0647  -2.8523  -1.3746  0.04
C  -2.7668  -1.7917  -0.5337  -0.20
N  -1.5039  -1.3436  -0.3967  0.01
C  -0.5227  -1.9481  -1.0758  -0.13
C  -3.8178  -1.1452  0.3006  -0.24
C  -5.1592  -1.1295  -0.0456  0.03
C  -6.0766  -0.5999  0.8521  0.01
C  -5.6332  -0.1026  2.0707  0.00
C  -4.2732  -0.1071  2.3216  -0.10
N  -3.3920  -0.6093  1.4462  0.02
H  0.0806  -3.4726  -2.4555  0.12
H  -2.2609  -4.2965  -2.7415  0.14
H  -4.0787  -3.2212  -1.4486  0.13
H  0.4766  -1.5615  -0.9151  0.08
H  -5.4870  -1.5137  -1.0027  0.13
H  -7.1319  -0.5845  0.6094  0.14
H  -6.3226  0.2817  2.8104  0.13
H  -3.8684  0.2725  3.2530  0.11
C  -1.2702  2.0097  4.2006  -0.06
N  -0.9737  2.4081  2.8148  -0.32
C  0.3574  3.0026  2.6915  -0.06
C  -2.0533  3.1979  2.2449  -0.18
C  -1.8685  3.5353  0.7739  -0.17
N  -1.6791  2.3546  -0.0620  -0.30
C  -0.6440  2.5388  -1.0835  -0.07
C  -2.9358  1.8856  -0.6639  -0.07
H  -1.2544  2.8773  4.8695  0.12
H  -0.5270  1.2973  4.5441  0.06
H  -2.2576  1.5516  4.2585  0.08
H  0.3598  4.0419  3.0399  0.12
H  0.6943  2.9798  1.6547  0.06
H  1.0620  2.4379  3.2985  0.10
H  -2.1474  4.1506  2.7808  0.15
H  -2.9830  2.6422  2.3864  0.12
H  -1.0166  4.2044  0.6556  0.13
H  -2.7597  4.0881  0.4670  0.14
H  -0.8883  3.3655  -1.7618  0.12
H  -0.5507  1.6234  -1.6696  0.07
H  0.3178  2.7512  -0.6189  0.06
H  -3.3104  2.5902  -1.4161  0.12
H  -3.7000  1.7681  0.1059  0.09
H  -2.7712  0.9208  -1.1456  0.07
C  5.2970  -3.0394  0.6601  -0.02
C  5.5925  -1.6822  0.5707  -0.04
C  4.8267  -0.8602  -0.2407  -0.09
C  3.7639  -1.4093  -0.9720  -0.32
C  3.4785  -2.7804  -0.8908  -0.12
C  4.2457  -3.5889  -0.0705  -0.05
Ge  2.7418  -0.2748  -2.0953  1.30
C  1.7258  -1.0183  -3.5211  -0.33
C  2.1814  -2.1920  -4.1359  -0.10
C  1.4351  -2.7618  -5.1566  -0.04
C  0.2408  -2.1701  -5.5564  -0.03
C  -0.2083  -0.9987  -4.9518  -0.05
C  0.5330  -0.4162  -3.9381  -0.11
C  2.7900  1.5970  -1.7517  -0.33
C  2.9448  2.0786  -0.4455  -0.14
C  3.1297  3.4351  -0.2384  -0.07
C  3.1792  4.3065  -1.3248  -0.03
C  3.0132  3.8318  -2.6211  -0.04
C  2.8101  2.4768  -2.8394  -0.09
H  5.8915  -3.6746  1.3057  0.13
H  6.4200  -1.2657  1.1308  0.12
H  5.0567  0.1963  -0.3113  0.10
H  2.6613  -3.2084  -1.4600  0.09
H  4.0321  -4.6480  -0.0002  0.12
H  3.1238  -2.6398  -3.8409  0.11
H  1.7884  -3.6618  -5.6435  0.13
H  -0.3362  -2.6170  -6.3571  0.13
H  -1.1288  -0.5344  -5.2827  0.12
H  0.1980  0.5082  -3.4831  0.09
H  2.9238  1.3948  0.3962  0.10
H  3.2581  3.8168  0.7673  0.12
H  3.3592  5.3621  -1.1598  0.13
H  3.0564  4.5132  -3.4612  0.13
H  2.6896  2.1051  -3.8512  0.11